# 1
Entry from the OMol25 dataset: a 4-piece molecular cluster, C16H36O8S2 overall (ωB97M-V with the def2-TZVPD basis set).

Calculated values
Net charge: 0
SMILES: O=C1OC[C@@H](S)[C@H]1S.COCCOC.COCCOC.COCCOC

Last column: Löwdin charge in e.
Positions of all 62 atoms, in Å:
O 1.3022 2.6147 -1.4133  0.13
C 0.1492 2.2825 -1.3021  -0.53
O -0.5677 2.3096 -0.1534  -0.01
C -1.9473 2.6551 -0.4823  -0.14
C -1.9499 2.8351 -2.0195  -0.61
S -1.6314 4.5755 -2.4490  0.79
C -0.8496 1.8453 -2.3549  -0.62
S -0.2511 1.7380 -4.0358  0.82
H -2.5462 1.7936 -0.2233  0.10
H -2.1814 3.5364 0.0799  0.12
H -2.9318 2.6264 -2.4051  0.11
H -0.4079 4.7292 -1.9287  -0.12
H -1.2356 0.8943 -2.0204  0.10
H -0.8187 0.5766 -4.3645  -0.14
C -3.8865 -2.2662 1.9360  -0.11
O -4.9597 -2.6111 1.0758  -0.18
C -5.8841 -1.5530 0.9037  -0.21
C -5.6153 -0.7904 -0.3761  -0.20
O -4.3485 -0.1441 -0.3505  -0.20
C -3.3316 -0.8769 -1.0085  -0.11
H -3.0813 -2.9764 1.7593  0.09
H -3.5104 -1.2642 1.7312  0.08
H -4.1923 -2.3335 2.9865  0.09
H -5.8565 -0.8738 1.7610  0.13
H -6.8844 -1.9926 0.8517  0.13
H -6.3752 -0.0127 -0.4944  0.13
H -5.6828 -1.4626 -1.2363  0.13
H -3.4094 -0.7538 -2.0960  0.09
H -3.3732 -1.9392 -0.7637  0.09
H -2.3715 -0.4840 -0.6715  0.08
C 2.2981 -1.3746 2.5946  -0.10
O 1.8414 -0.1948 3.2295  -0.18
C 0.9043 0.5392 2.4584  -0.21
C -0.5257 0.2842 2.8644  -0.20
O -0.9319 -1.0510 2.6053  -0.21
C -0.9249 -1.8673 3.7643  -0.11
H 2.7679 -1.9965 3.3545  0.09
H 1.4785 -1.9341 2.1385  0.09
H 3.0436 -1.1351 1.8278  0.07
H 1.0264 0.3256 1.3922  0.11
H 1.1242 1.5987 2.6142  0.13
H -1.1632 0.9329 2.2553  0.12
H -0.6881 0.5415 3.9152  0.13
H -1.8107 -1.6557 4.3742  0.09
H -0.0269 -1.7113 4.3650  0.09
H -0.9583 -2.9070 3.4422  0.09
C 3.8740 0.9014 -0.5824  -0.11
O 5.1881 0.4127 -0.3684  -0.18
C 5.3367 -0.9629 -0.6671  -0.21
C 5.9256 -1.1891 -2.0420  -0.21
O 5.0658 -0.7351 -3.0721  -0.19
C 5.3998 0.5488 -3.5685  -0.11
H 3.9183 1.9871 -0.6035  0.09
H 3.4593 0.5514 -1.5291  0.08
H 3.2150 0.5951 0.2388  0.07
H 4.3764 -1.4816 -0.5790  0.12
H 6.0179 -1.3835 0.0792  0.13
H 6.0664 -2.2643 -2.1902  0.12
H 6.9051 -0.7072 -2.1169  0.13
H 6.2525 0.4846 -4.2539  0.09
H 5.6375 1.2454 -2.7623  0.08
H 4.5361 0.9246 -4.1139  0.09

# 2
Entry from the OMol25 dataset: a 3-piece molecular cluster, C3H10N2O overall (ωB97M-V with the def2-TZVPD basis set).

Calculated values
Energy relative to the best compared isomer or geometry (same formula, charge and spin), kJ/mol: 878.4
Net charge: 0

Last column: Löwdin charge in e.
Positions of all 16 atoms, in Å:
N -1.9133 -0.9812 2.5482  0.03
C 0.4508 -0.4133 -1.6550  -0.05
C -0.1498 -0.3510 -0.1950  -0.40
O -1.1266 -1.1598 0.0222  -0.09
C 1.4376 0.4188 -1.8351  0.05
N 1.6839 2.3009 0.0110  0.03
H -2.7414 -1.0128 3.0979  -0.01
H -1.0965 -1.3626 2.9775  -0.01
H -0.2456 -0.8370 -2.3691  0.13
H 0.6880 -0.5728 0.4926  0.12
H -0.4766 0.7277 -0.0348  0.18
H -1.9390 -1.0600 1.5386  -0.04
H 1.5553 1.2485 -1.0065  -0.02
H 2.1355 0.2711 -2.6562  0.10
H 2.3830 2.1645 0.7434  0.00
H 0.9167 2.9127 0.3012  -0.01

# 3
Entry from the OMol25 dataset: the molecule H2NO4P (ωB97M-V with the def2-TZVPD basis set).

Calculated values
Energy relative to the best compared isomer or geometry (same formula, charge and spin), kJ/mol: 327.6
Net charge: 0

Last column: Löwdin charge in e.
Positions of all 8 atoms, in Å:
N 1.2858 -0.0441 0.2061  -0.36
O 1.3613 1.4609 -0.1117  -0.21
O 2.1689 -0.7328 0.5820  0.10
O -1.1179 0.8624 -0.2547  -0.19
O -1.0092 -1.4865 -0.0583  -0.21
P -0.2186 -0.3316 -0.7499  0.81
H -0.7047 1.6416 -0.0961  -0.01
H -1.7657 -1.3700 0.4826  0.06

# 4
Entry from the OMol25 dataset: the molecule C3H6O3 (ωB97M-V with the def2-TZVPD basis set).

Calculated values
Energy relative to the best compared isomer or geometry (same formula, charge and spin), kJ/mol: 160.2
Net charge: 0
SMILES: O=C[C@H](O)CO

Last column: Löwdin charge in e.
Positions of all 12 atoms, in Å:
O 0.2891 -1.5470 -1.1099  0.04
C -0.6178 -0.7426 -0.9256  -0.18
C -0.2922 0.6394 -0.4368  -0.33
O 0.8720 1.1594 -1.0162  0.00
C -0.0740 0.3367 1.0957  -0.19
O 0.9958 -0.5662 1.2687  -0.06
H -1.6735 -1.0722 -0.8791  0.14
H -1.1160 1.3495 -0.6238  0.16
H 1.5092 0.4308 -1.0600  0.10
H 0.2056 1.2935 1.5437  0.13
H -1.0106 -0.0308 1.5666  0.13
H 0.9124 -1.2505 0.5766  0.06

# 5
Entry from the OMol25 dataset: C15H31ClMnO4P2 as an isolated structure (ωB97M-V with the def2-TZVPD basis set).

Calculated values
Energy relative to the best compared isomer or geometry (same formula, charge and spin), kJ/mol: 0.0
Spin multiplicity: 6
Expectation value of S²: 8.77
Net charge: 0

Last column: Löwdin spin population.
Positions of all 54 atoms, in Å:
P 1.6751 -0.4299 1.0231  0.07
P 0.3336 -1.6913 -1.4033  0.08
C 0.2036 0.4527 0.3595  0.01
C -0.6896 -0.4989 -0.4189  0.01
H 0.5764 1.2720 -0.2741  0.00
H -0.3343 0.9118 1.2003  0.00
H -1.3241 -1.0978 0.2513  0.00
H -1.3617 0.0557 -1.0885  0.00
C 0.5657 -0.8301 -2.9955  0.02
H 0.9968 -1.5440 -3.7118  0.00
H 1.2481 0.0244 -2.8863  0.00
H -0.4078 -0.4819 -3.3703  0.00
C -0.7243 -3.0972 -1.8147  0.01
H -1.6776 -2.7459 -2.2298  0.00
H -0.9090 -3.7010 -0.9175  0.00
H -0.2064 -3.7143 -2.5604  0.00
C 2.9114 0.8247 1.4078  0.01
H 3.7194 0.3513 1.9806  0.00
H 2.4419 1.6109 2.0143  0.00
H 3.3256 1.2460 0.4826  0.00
C 1.1338 -1.0132 2.6575  0.01
H 0.4085 -1.8342 2.5712  0.00
H 0.6751 -0.1629 3.1835  0.00
H 2.0115 -1.3582 3.2224  0.00
Mn 2.4571 -2.1500 -0.4136  4.49
C -3.8097 1.3663 -0.5370  0.00
C -3.0554 1.9814 -1.4584  0.00
C -2.7342 3.4460 -1.5079  0.00
C -2.6798 4.1852 -0.1485  0.00
C -1.8111 3.5302 0.8901  0.00
C -2.1636 2.5753 1.7585  0.00
C -3.5366 1.9972 1.9364  0.00
C -4.4422 1.9804 0.6806  0.00
C 4.7541 -2.8092 0.6813  0.06
H -4.0701 0.3088 -0.6852  0.00
H -2.7251 1.4151 -2.3374  0.00
H -3.4629 3.9744 -2.1479  0.00
H -1.7599 3.5696 -2.0058  0.00
H -2.2356 5.1732 -0.3537  0.00
H -3.6984 4.3845 0.2070  0.00
H -0.7986 3.9552 0.9498  0.00
H -1.4315 2.2433 2.5058  0.00
H -4.0771 2.5393 2.7325  0.00
H -3.4341 0.9626 2.3003  0.00
H -5.3113 1.3520 0.9359  0.00
H -4.8437 2.9848 0.4983  0.00
H 4.9762 -3.8180 1.0251  0.01
H 4.1394 -2.2547 1.4164  0.02
H 5.6655 -2.2355 0.4808  0.00
O 6.4943 -4.2040 -0.6210  0.00
Cl 5.5458 -5.2839 -1.0048  0.00
O 4.7473 -4.9134 -2.1795  0.00
O 4.6852 -5.6594 0.1534  0.00
O 4.0242 -3.1453 -0.4345  0.18

# 6
Entry from the OMol25 dataset: a 2-piece molecular cluster, C2H3F2N overall (ωB97M-V with the def2-TZVPD basis set).

Calculated values
Energy relative to the best compared isomer or geometry (same formula, charge and spin), kJ/mol: 86.8
Net charge: 0

Last column: Löwdin charge in e.
Positions of all 8 atoms, in Å:
C 1.6716 1.1978 -0.7579  -0.06
C -1.8703 0.9014 0.6156  -0.33
N 2.1942 0.3773 -0.1043  0.05
F -1.9052 -0.3829 0.9919  0.00
F -1.4063 1.0756 -0.6076  0.02
H -1.3190 1.4567 1.3869  0.13
H -3.0077 1.0417 0.5573  0.14
H 2.6900 -0.2111 0.4912  0.04

| no. | electronic energy (eV) |
| --- | --- |
| 1 | -55222.1707 |
| 2 | -8292.3996 |
| 3 | -18997.7001 |
| 4 | -9349.6560 |
| 5 | -86658.4229 |
| 6 | -9045.7391 |